23
Properties=species:S:1:pos:R:3:forces:R:3:mulliken_charge:R:1 method="wB97M-V/def2-TZVPD" energy_ha=-400.86103 orbital_gap_ev=8.132 lumo_ev=-4.55 charge=+1 e_homo_ev=-12.68 fmax_ha_per_bohr=0.109 spin_multiplicity=1
C 2.48838 1.07081 -0.97412 5.32 1.42 -0.91 -0.40
C 1.47774 2.12707 -1.27240 0.75 3.01 -1.83 -0.35
C 0.49224 -2.07173 -0.36596 1.46 1.00 -1.90 -1.05
C -3.01112 1.45223 -0.23314 -1.18 -0.35 -0.81 -0.43
C 1.05456 -1.06132 0.69792 -4.02 -0.04 -0.23 -0.71
C 0.55175 0.33116 0.29252 1.75 -1.08 0.91 -0.23
N -2.07582 0.17619 1.36518 -0.03 -0.85 -0.46 -0.08
N 1.33224 1.15982 -0.29421 -3.54 -2.96 1.23 0.21
N -3.13073 0.65921 0.95534 0.15 -1.78 -0.21 -0.45
H 2.72018 0.37427 -1.78722 -0.39 -0.24 0.75 0.27
H 3.36827 1.49852 -0.39634 -0.91 -1.01 -0.85 0.25
H 1.71524 3.12586 -0.88967 -0.24 -0.35 -0.26 0.27
H 1.08753 2.10479 -2.31616 -0.63 -0.33 1.36 0.28
H 0.75077 -1.58317 -1.36342 -0.27 -1.00 0.88 0.30
H 0.83716 -3.13966 -0.41233 0.11 1.28 0.66 0.32
H -0.54573 -2.06459 -0.32782 -2.01 -0.21 0.05 0.35
H -3.67687 0.95515 -1.01759 1.05 0.29 0.99 0.26
H -1.99696 1.63579 -0.65211 -0.68 0.16 0.54 0.18
H -3.64458 2.26133 0.06141 0.19 1.55 -0.48 0.27
H 0.56844 -1.30668 1.66957 0.91 0.22 -0.43 0.34
H 2.05530 -1.22378 0.60496 3.01 0.32 0.58 0.39
H -0.42764 0.63189 0.62759 -0.52 -0.02 -0.25 0.79
H -2.26920 -0.62874 1.98751 -0.30 0.97 0.69 0.22

---

68
Properties=species:S:1:pos:R:3:forces:R:3:mulliken_charge:R:1 method="wB97M-V/def2-TZVPD" energy_ha=-6112.41545 orbital_gap_ev="8.344 / 6.276" lumo_ev="-3.15 / -5.39" charge=+1 e_homo_ev="-11.49 / -11.66" fmax_ha_per_bohr=0.013 spin_multiplicity=6
Fe -0.80885 0.89664 -0.40467 0.64 0.08 0.11 1.60
C 0.96285 1.60332 5.18791 0.02 0.03 0.04 -1.38
C -0.03170 1.92235 4.11101 -0.01 0.01 -0.02 0.34
C -1.25508 2.52658 4.37627 0.01 0.00 0.04 -0.41
C -2.16197 2.75589 3.35454 0.06 0.00 -0.01 -0.89
C -1.78742 2.35662 2.08889 -0.08 0.02 -0.08 0.37
Br -2.99152 2.50752 0.62716 -0.06 -0.04 0.07 -0.02
N -0.62696 1.80055 1.78853 -0.15 -0.16 0.07 0.26
C 0.22965 1.58864 2.79016 0.09 0.06 -0.09 -0.47
H 0.72130 2.12260 6.11352 -0.01 0.01 -0.01 0.39
H 1.97052 1.89293 4.89043 0.01 -0.01 0.00 0.37
H 0.97164 0.53261 5.39659 -0.01 -0.01 -0.02 0.28
H -1.50818 2.81005 5.39038 0.00 0.00 0.00 0.41
H -3.12363 3.21107 3.53587 -0.02 0.00 -0.02 0.47
H 1.16803 1.11592 2.52233 -0.02 -0.03 -0.01 0.45
C -2.69976 -7.02649 0.00520 0.00 -0.02 -0.01 -1.47
C -2.20752 -5.64970 0.34267 0.02 -0.03 0.04 0.97
C -1.31734 -5.44933 1.39691 -0.01 0.04 -0.01 -0.86
C -0.87886 -4.17837 1.72321 -0.05 -0.01 -0.04 -0.40
C -1.33198 -3.09480 0.97574 0.07 -0.19 0.11 -0.18
C -2.23571 -3.26321 -0.06765 0.04 0.03 -0.01 -0.53
C -2.65927 -4.54298 -0.37430 -0.03 0.03 -0.05 -0.95
S -0.77146 -1.50360 1.41981 -0.13 -0.02 -0.20 1.90
O -0.11612 -1.57646 2.68933 0.02 0.18 0.04 -0.80
O -1.84690 -0.55451 1.18119 -0.16 -0.16 0.18 -0.67
N 0.27896 -0.91326 0.27226 -0.15 -0.02 0.06 0.03
C 1.10510 -1.58690 -0.49563 0.15 0.00 -0.14 0.33
C 1.61834 -2.89339 -0.27736 -0.03 0.05 0.04 -0.50
C 2.48625 -3.46634 -1.18852 0.00 0.05 -0.03 -1.02
C 2.86067 -2.79239 -2.34045 0.00 -0.03 0.03 -0.68
C 2.37184 -1.48795 -2.61845 0.03 -0.02 -0.06 0.73
C 2.68100 -0.78102 -3.79784 -0.04 0.04 0.04 -0.82
C 2.12510 0.45486 -3.99117 0.03 -0.03 -0.01 -0.95
C 1.26611 0.97393 -3.01362 -0.06 0.07 0.02 -0.29
N 0.96316 0.33720 -1.89827 0.08 -0.11 -0.07 0.60
C 1.51167 -0.87384 -1.70297 -0.11 0.00 0.16 0.16
H -2.05731 -7.79498 0.43109 0.00 0.00 0.01 0.37
H -2.74710 -7.17362 -1.07327 -0.01 0.01 0.00 0.38
H -3.70611 -7.17648 0.40068 0.00 0.01 0.00 0.31
H -0.97393 -6.29825 1.97413 0.01 0.00 0.01 0.39
H -0.21001 -4.01870 2.55772 0.02 0.01 0.01 0.54
H -2.59673 -2.41182 -0.62489 0.00 0.03 -0.01 0.56
H -3.36401 -4.68431 -1.18419 0.01 0.00 -0.01 0.44
H 1.35000 -3.42258 0.62484 0.01 0.00 -0.01 0.57
H 2.88165 -4.45407 -0.99719 -0.01 -0.01 0.01 0.44
H 3.53125 -3.26250 -3.04819 0.00 0.01 -0.01 0.45
H 3.33486 -1.22425 -4.53788 0.01 -0.01 0.00 0.47
H 2.31868 1.02518 -4.88786 -0.01 0.01 0.00 0.43
H 0.79155 1.93669 -3.15677 -0.01 0.00 -0.01 0.42
C 2.11903 6.66181 -1.05711 0.00 0.03 0.01 -1.48
C 1.42123 5.34131 -0.94201 0.00 0.00 -0.01 1.15
C 0.14586 5.13878 -1.45108 0.01 -0.02 0.01 -1.05
C -0.45524 3.89775 -1.32971 -0.03 0.00 -0.03 -0.68
N 0.13545 2.85859 -0.73593 0.06 0.21 -0.05 0.81
C 1.37097 3.04706 -0.25480 -0.03 -0.05 0.01 -0.27
C 2.03782 4.24874 -0.33197 0.01 0.01 -0.01 -1.15
H 1.42844 7.45451 -1.33702 -0.01 0.00 0.00 0.36
H 2.90006 6.61125 -1.81769 0.01 -0.01 0.00 0.30
H 2.59613 6.93277 -0.11558 0.01 0.00 0.00 0.38
H -0.38865 5.94087 -1.94177 0.00 0.01 0.00 0.39
H -1.44486 3.72095 -1.72801 0.00 0.00 0.00 0.42
H 1.83761 2.18533 0.20741 0.00 -0.01 0.02 0.41
H 3.03386 4.33514 0.08203 0.01 0.01 0.00 0.45
F -3.43061 0.06401 -2.96776 -0.01 0.01 0.02 -0.37
B -2.08557 0.13561 -2.81309 -0.05 -0.06 -0.08 -0.08
F -1.35054 -0.10872 -3.94123 0.03 0.01 0.02 -0.34
F -1.64574 -0.73411 -1.73703 -0.09 0.09 -0.01 -0.01
F -1.70996 1.45329 -2.27490 -0.09 -0.01 -0.04 -0.34

---

8
Properties=species:S:1:pos:R:3:forces:R:3:mulliken_charge:R:1 method="wB97M-V/def2-TZVPD" energy_ha=-451.69830 orbital_gap_ev="8.043 / 7.461" lumo_ev="-1.03 / -0.85" e_homo_ev="-9.07 / -8.31" fmax_ha_per_bohr=0.040 spin_multiplicity=1
C 1.34460 0.30470 -0.03770 0.75 1.90 -0.10 -0.09
C 1.44439 -0.93543 0.35616 0.23 0.38 0.18 -0.44
C -0.03509 0.53687 -0.30426 0.72 -0.39 -0.17 -0.07
C -1.30881 0.43199 -0.42051 0.53 -0.61 1.27 -0.37
I -2.44293 -1.08066 0.66150 0.18 0.35 -0.48 0.00
H 2.11131 1.13369 -0.04200 -0.80 -1.22 -0.15 0.28
H 0.72325 -1.70010 0.46403 -0.51 -0.89 -0.03 0.27
H -1.83672 1.30894 -0.67724 -1.10 0.48 -0.53 0.42

---

7
Properties=species:S:1:pos:R:3:forces:R:3:mulliken_charge:R:1 method="wB97M-V/def2-TZVPD" energy_ha=-833.13323 orbital_gap_ev=8.546 lumo_ev=3.63 charge=-1 e_homo_ev=-4.91 fmax_ha_per_bohr=0.070 spin_multiplicity=1
N 0.78757 1.34207 0.35685 -1.98 2.94 0.48 0.16
N -1.03914 -0.75531 -0.21685 -1.40 0.36 -0.35 0.54
O -0.20022 2.16037 0.45421 2.09 -1.69 -0.29 -0.50
O -1.66161 -1.06636 -1.24020 0.85 0.30 0.81 -0.59
O -1.51521 -0.85856 0.89978 -0.41 -0.34 0.16 -0.50
F 2.72112 -0.69247 -0.30155 0.31 0.68 0.32 -0.58
S 0.90749 -0.12974 0.04776 0.55 -2.26 -1.14 0.48

---

16
Properties=species:S:1:pos:R:3:forces:R:3:mulliken_charge:R:1 method="wB97M-V/def2-TZVPD" energy_ha=-893.65155 orbital_gap_ev=6.717 lumo_ev=3.33 charge=-1 e_homo_ev=-3.39 fmax_ha_per_bohr=0.064 spin_multiplicity=1
C -0.64769 1.62169 0.41294 -1.34 -2.26 -0.60 -0.42
C -1.87602 1.02891 0.25759 0.51 1.57 1.04 -0.26
C 0.62989 1.05092 0.07031 2.81 -0.51 -0.41 -0.65
C -1.92441 -0.30010 -0.27224 0.59 0.08 -1.93 -0.72
C 2.63042 -0.34932 -0.21096 1.80 -0.62 -1.06 0.46
C 1.25887 -0.14625 0.29598 -2.39 -0.76 0.76 0.31
C -2.80507 -1.24902 -0.32535 0.74 1.94 0.07 0.70
O 3.00737 -1.67486 -0.26652 2.02 2.31 -1.20 -0.44
O 3.41108 0.50823 -0.62747 -1.26 -1.23 0.70 -0.64
O -3.59175 -2.06383 -0.48371 -1.59 -2.09 0.02 -0.43
S 0.57571 -1.54553 1.08776 -0.05 0.17 0.33 -0.59
H -0.56036 2.56217 0.83784 -0.27 2.06 0.38 0.43
H -2.82455 1.60917 0.42421 1.10 -0.71 0.24 0.30
H 1.45570 1.66682 -0.34489 -1.09 0.64 0.16 0.30
H -1.16457 -0.45987 -1.05751 0.03 -0.39 0.63 0.36
H 2.42539 -2.25914 0.20203 -1.61 -0.20 0.87 0.27